DFT (ωB97M-V/def2-TZVPD) results for a molecular structure, C15H24AuCl2SSb.

```
44
C15H24AuCl2SSb (ωB97M-V/def2-TZVPD)
Au 0.92355 0.12643 1.11759
Cl 3.68409 0.02691 0.25652
C 4.47510 0.07880 1.80468
C 5.85604 0.18934 1.76629
C 6.58484 0.22592 2.93826
C 5.91758 0.14880 4.14951
C 4.54109 0.04472 4.17560
Cl 3.77017 -0.04413 5.72121
C 3.75076 0.00910 3.00372
S 2.02043 -0.12257 3.19072
H 6.35612 0.24140 0.80879
H 7.66174 0.31628 2.90938
H 6.45772 0.16590 5.08628
C -4.12505 0.32611 -0.52556
C -2.86713 0.32267 0.33535
C -2.76205 1.58412 1.18815
Sb -0.96323 0.03209 -0.69920
C -0.98100 -2.06895 -1.30778
C -2.27544 -2.55765 -1.94608
C -0.61273 -2.91542 -0.09195
C -1.02897 1.10230 -2.61732
C -2.37911 1.13221 -3.31879
C -0.47310 2.50966 -2.40904
H -5.00602 0.25731 0.11900
H -4.15762 -0.50834 -1.22173
H -4.21499 1.24835 -1.09654
H -2.89138 -0.54312 1.00406
H -2.70817 2.48001 0.56446
H -1.87731 1.56009 1.82664
H -3.64088 1.67912 1.83125
H -0.17527 -2.13462 -2.04450
H -3.09385 -2.55606 -1.22596
H -2.15080 -3.58971 -2.28630
H -2.56008 -1.95946 -2.81139
H -1.38384 -2.84596 0.67978
H 0.33277 -2.59872 0.35026
H -0.52003 -3.96706 -0.37604
H -0.32305 0.52735 -3.22282
H -3.08237 1.78046 -2.79913
H -2.82305 0.14292 -3.41608
H -2.24774 1.53974 -4.32530
H -1.13481 3.10226 -1.77338
H -0.38573 3.02429 -3.36971
H 0.51280 2.48711 -1.94289
```

Output
LUMO ... 0.5 eV
Energy relative to the best compared isomer or geometry (same formula, charge and spin) ... 0.268 eV
Frontier orbital gap ... 7.90 eV



DFT (ωB97M-V/def2-TZVPD) results for a molecular structure, C15H24BBe2Cl2FMgN5O9S at a distorted geometry.

```
61
C15H24BBe2Cl2FMgN5O9S (ωB97M-V/def2-TZVPD)
C 3.12964 -0.83459 3.25560
O 4.06358 -0.27057 2.33969
B 3.26607 0.77374 1.98239
O 3.64294 2.03201 1.96090
C 1.79163 0.28062 1.72762
C 1.34570 -0.47916 0.61134
C 0.09178 -0.88509 0.54710
C -0.70419 -0.56651 1.62272
N -1.99960 -0.86344 1.84593
S -2.38873 -0.24399 3.29833
N -0.94162 0.37659 3.64801
C -0.23101 0.14808 2.69215
C 1.04122 0.56624 2.67926
H 2.37717 -1.45207 2.78571
H 3.64830 -1.39691 3.99607
H 2.78807 0.15016 3.78526
H 3.90849 2.36377 2.82011
H 2.03289 -0.69431 -0.17030
H -0.25496 -1.44685 -0.29316
H 1.41977 1.11771 3.52136
Be -2.69080 0.53008 0.34871
F 3.82720 0.23792 5.26842
Cl 0.51628 0.72429 5.84240
Cl -1.57640 0.99164 -1.75839
Mg -4.65122 -0.79206 1.61383
C 0.33998 -4.36693 -1.61803
O 0.28679 -3.14576 -1.71536
N -0.38947 -5.06602 -0.68970
N 1.13039 -5.12334 -2.42966
H -0.35948 -6.06308 -0.59680
H -0.98131 -4.53989 -0.08021
H 1.67536 -4.64102 -3.11864
H 1.19222 -6.12156 -2.37293
O 2.81160 2.94194 3.85901
C 3.24548 3.86136 4.51693
C 1.99820 4.08864 5.97493
O 2.38254 5.01486 6.63704
H 3.25954 4.88346 4.09878
H 4.19241 3.74510 5.07337
H 1.95844 3.08542 6.43839
H 1.01805 4.19188 5.46307
Be 1.82007 0.41096 4.86680
C -2.17664 3.84178 -4.14604
N -3.11432 4.25418 -5.22442
O -4.14192 4.80416 -4.89454
O -2.78382 4.01156 -6.35698
H -2.60158 4.12333 -3.19182
H -2.05618 2.76500 -4.21720
H -1.23638 4.35500 -4.31863
O -2.97533 0.75043 -5.21395
C -2.69313 -0.38913 -5.01404
O -1.54395 -0.76248 -4.40891
C -1.43070 -2.19562 -4.39757
C -2.85643 -2.71255 -4.55393
C -3.49647 -1.61919 -5.41347
H -0.78777 -2.49829 -5.22740
H -0.97562 -2.51584 -3.46306
H -2.90840 -3.70858 -4.98780
H -3.34731 -2.74552 -3.57965
H -3.35787 -1.79834 -6.47955
H -4.54913 -1.48320 -5.18908
```

Output
LUMO ... -6.0 eV
Frontier orbital gap ... 5.94 eV
Charge ... +1



DFT (ωB97M-V/def2-TZVPD) results for a molecular structure, C15H24BrF6I2N4O4PS at a distorted geometry.

```
58
C15H24BrF6I2N4O4PS (ωB97M-V/def2-TZVPD)
C 3.30802 -2.23586 -0.69530
C 3.02736 -2.76249 0.67959
I 3.11306 -4.82917 0.87915
C 2.70498 -1.97231 1.69782
I 2.19004 -2.56846 3.63291
N 2.65856 -0.55200 1.53476
C 3.84306 0.18910 1.82527
O 4.45537 0.58271 0.59227
O 5.44073 1.56041 0.93405
C 1.46320 -0.03854 1.13253
N 0.41132 -0.80415 0.87726
C -0.57928 0.03106 0.54352
C -1.91943 -0.44292 0.19797
C -2.72480 -0.92632 1.43561
C -2.74484 -2.45403 1.46315
S -2.85513 -3.14443 3.13147
N -0.17017 1.29651 0.57244
C -0.90045 2.51439 0.22597
C -0.57731 3.03908 -1.16789
C -1.35268 2.38583 -2.31360
C -0.78563 1.04568 -2.82643
O 0.49131 0.75464 -2.23442
N 1.15670 1.27325 0.95468
C 1.88420 2.49337 1.13326
C 1.62414 3.16795 2.47396
O 1.56069 4.32511 2.59199
Br 1.37876 1.96219 3.94892
H 3.63878 -3.03747 -1.34314
H 2.41248 -1.80502 -1.13675
H 4.09734 -1.49299 -0.67693
H 4.51094 -0.46952 2.37157
H 3.66410 1.06880 2.43677
H 5.18377 2.32546 0.40193
H -1.81399 -1.28059 -0.48437
H -2.49285 0.29851 -0.34829
H -2.31602 -0.52892 2.36381
H -3.73442 -0.54375 1.34395
H -1.85543 -2.84845 0.98747
H -3.58048 -2.77059 0.85622
H -3.85699 -4.00190 2.94908
H -0.65600 3.26196 0.97680
H -1.95658 2.30386 0.33019
H 0.48864 2.96149 -1.35830
H -0.81860 4.09982 -1.16165
H -1.36686 3.08696 -3.13970
H -2.37600 2.21474 -1.98897
H -0.66524 1.10718 -3.90442
H -1.48502 0.23905 -2.64033
H 0.56446 -0.20128 -2.17618
H 2.94103 2.32453 0.98681
H 1.56538 3.21756 0.39216
F -2.73397 -3.14687 -3.04466
P -3.87676 -1.98520 -2.78447
F -3.41807 -2.17670 -1.18097
F -4.59861 -0.58956 -3.28918
F -2.54774 -0.95307 -2.78910
F -5.33976 -2.33436 -2.11168
F -4.50599 -2.63758 -4.15469
```

Output
LUMO ... -0.8 eV
Frontier orbital gap ... 8.07 eV



DFT (ωB97M-V/def2-TZVPD) results for a molecular structure, C15H24Cl2N3O3OsSSi at a distorted geometry.

```
50
C15H24Cl2N3O3OsSSi (ωB97M-V/def2-TZVPD)
Os 0.26289 0.06068 -1.18895
O -0.27342 3.93448 -2.52762
C 0.13619 2.91232 -2.04280
O -0.50362 1.77285 -2.01332
C 1.51998 2.83741 -1.42878
C 2.33668 3.94607 -1.31462
C 3.58700 3.78355 -0.73956
C 3.97267 2.52463 -0.29926
C 3.09546 1.46657 -0.44998
N 1.89462 1.62898 -1.00692
H 1.97547 4.89785 -1.67632
H 4.25543 4.62692 -0.63488
H 4.94004 2.35948 0.15169
H 3.34803 0.46633 -0.12189
Cl 0.88700 -0.59740 -3.35214
C 0.01314 0.39826 -4.63127
Cl -1.02964 -0.58666 -5.60622
H 0.81994 0.80943 -5.22800
H -0.53224 1.14914 -4.06795
C -1.82886 -2.61871 -2.36879
Si -1.96354 -0.92314 -1.55472
C -2.66594 -1.13011 0.18641
C -3.09413 0.18383 -2.56910
H -2.70601 -3.21725 -2.11605
H -0.95498 -3.19367 -2.05968
H -1.78799 -2.53217 -3.45315
H -3.72712 -1.38013 0.12333
H -2.58548 -0.21076 0.77089
H -2.17740 -1.93708 0.74065
H -3.60748 -0.40197 -3.33202
H -2.57616 1.00978 -3.05211
H -3.85207 0.63003 -1.92359
O 0.24441 -2.84066 1.85240
S 0.55429 -3.06519 0.22230
N 0.55705 -1.38289 -0.05502
C 1.46233 -1.35307 4.26272
C 0.09598 -1.14503 3.58733
C -0.32339 0.32186 3.66955
C -0.95831 -2.04557 4.23748
C 0.26425 -1.52870 2.14511
N 0.49611 -0.71564 1.18364
H 1.38066 -1.06920 5.31139
H 2.22795 -0.73128 3.79918
H 1.77443 -2.39609 4.21693
H -0.44295 0.59485 4.71748
H -1.27369 0.49072 3.16300
H 0.42754 0.97774 3.23061
H -1.05423 -1.76453 5.28576
H -0.67811 -3.09654 4.19263
H -1.93280 -1.92034 3.76423
```

Output
LUMO (spin up / spin down) ... -4.4 / -4.4 eV
Energy relative to the best compared isomer or geometry (same formula, charge and spin) ... 2.600 eV
Frontier orbital gap (spin up / spin down) ... 7.50 / 7.50 eV
Charge ... +1



DFT (ωB97M-V/def2-TZVPD) results for 2 unconnected molecules or ions with the total composition C15H24ClF5N3O2PSi at a distorted geometry.

```
52
C15H24ClF5N3O2PSi (ωB97M-V/def2-TZVPD)
C 0.55543 -2.40611 -3.75848
Si -0.74831 -2.22908 -2.34856
C -2.52086 -2.35879 -3.03923
C -0.31691 -3.65101 -1.11581
P -0.51506 -0.26206 -1.26336
C -1.16646 1.03644 -2.43310
C -0.52100 1.02195 -3.85916
O -1.10844 0.44900 -4.72880
Cl 1.05646 1.77577 -4.28813
C 1.29814 -0.13734 -0.84762
C 1.81098 1.24476 -0.25533
N 1.04417 2.43568 -0.67714
N 1.95221 1.26895 1.21237
N 3.21528 1.44330 -0.78535
C -1.67812 -0.41792 0.24450
F -2.69922 0.53176 -0.00661
F -2.33438 -1.65726 0.26388
C -0.98433 -0.10012 1.58145
C -0.05005 -1.05328 2.26097
C 0.58007 -0.60967 3.50846
C 0.33118 0.72112 4.10416
C -0.59878 1.63420 3.41082
C -0.86220 3.06256 3.98306
F -0.48802 3.97869 2.97584
F -0.04213 3.32368 5.04667
F -2.18035 3.32341 4.24320
C -1.25662 1.23105 2.16109
H 0.74866 -1.44465 -4.30289
H 0.25487 -3.18533 -4.50471
H 1.52597 -2.70629 -3.26324
H -3.21458 -2.88011 -2.32267
H -2.91422 -1.31537 -3.20508
H -2.55606 -2.92265 -4.01620
H 0.27281 -3.14913 -0.28698
H 0.37360 -4.36501 -1.63522
H -1.24462 -4.13872 -0.71853
H -2.26497 0.81554 -2.58068
H -1.14210 2.07870 -1.99321
H 1.86484 -0.33267 -1.80689
H 1.56988 -0.96130 -0.12028
H 1.09966 2.44817 -1.71022
H 1.64021 3.23498 -0.41188
H 1.36316 2.05798 1.51699
H 2.90244 1.57123 1.45490
H 3.72053 0.56728 -0.59009
H 3.17735 1.53846 -1.80698
H 0.17029 -2.05910 1.81187
H 1.30212 -1.29282 4.01082
H 0.83413 1.07759 5.04450
H -1.93268 1.97737 1.68130
O 0.75116 -0.28650 6.92010
H -0.07513 0.07269 7.24550
```

Output
LUMO ... -1.7 eV
Frontier orbital gap ... 3.22 eV



DFT (ωB97M-V/def2-TZVPD) results for a molecular structure, C15H24LiN2P2 at a distorted geometry.

```
44
C15H24LiN2P2 (ωB97M-V/def2-TZVPD)
Li 0.99398 -0.41784 1.29145
N 1.68290 1.71529 1.26772
C 0.43114 2.36774 1.03231
C 0.41978 3.56061 0.38125
C -0.77846 4.28375 0.18318
C -1.95519 3.85354 0.68602
C -2.01998 2.50868 1.35629
C -3.21262 1.94931 1.87778
C -3.10319 0.68335 2.39801
C -1.92322 0.00620 2.39755
N -0.74151 0.51356 1.98295
C -0.74927 1.79553 1.55213
H 2.04774 1.99645 2.20470
H 2.34367 1.88882 0.53848
H 1.31608 4.10795 0.17816
H -0.74089 5.15964 -0.45708
H -2.90487 4.35332 0.58835
H -4.17202 2.36894 1.77290
H -4.09572 0.22256 2.64478
H -1.94790 -0.99414 2.75215
C 2.84425 -3.76093 0.56452
P 1.35913 -2.79754 0.39412
C -0.06201 -3.86362 0.82374
C 1.15772 -2.71272 -1.47864
C 0.16069 -1.66919 -2.04719
P 0.46569 0.02760 -1.39851
C -1.08958 0.89282 -1.87815
C 1.66462 0.46598 -2.76173
H 3.09278 -3.82595 1.64309
H 3.74602 -3.08378 0.21515
H 2.79132 -4.74178 0.15446
H -0.02006 -4.79705 0.26426
H -0.97015 -3.30603 0.60575
H -0.12500 -4.13161 1.87524
H 0.92958 -3.67324 -1.85755
H 2.22602 -2.60909 -1.82847
H -0.78982 -2.07128 -1.77306
H 0.02249 -1.56255 -3.11396
H -1.39294 0.74808 -2.91662
H -0.83127 1.99258 -1.79063
H -1.83829 0.72037 -1.06979
H 1.24483 0.48385 -3.78670
H 2.56333 -0.14713 -2.81441
H 1.96018 1.49893 -2.65401
```

Output
LUMO ... -3.2 eV
Frontier orbital gap ... 8.29 eV
Charge ... +1